(1)
{"formula": "C27H30N5O5SeZr", "method": "wB97M-V/def2-TZVPD", "elements": ["Zr", "N", "C", "C", "O", "N", "C", "C", "O", "O", "H", "H", "H", "H", "H", "H", "C", "O", "C", "C", "O", "C", "H", "H", "H", "H", "H", "H", "H", "H", "H", "H", "Se", "N", "C", "C", "C", "C", "N", "C", "N", "H", "H", "H", "C", "C", "C", "C", "C", "C", "C", "C", "C", "C", "C", "C", "C", "C", "H", "H", "H", "H", "H", "H", "H", "H", "H", "H", "H"], "xyz": [[-1.355287, 0.205401, -0.070677], [-1.804058, -2.107284, -0.335789], [-3.287544, -2.247062, -0.257679], [-3.816454, -0.937705, 0.324878], [-4.369891, -0.910823, 1.407986], [-3.488389, 0.137769, -0.488801], [-4.038885, 1.464374, -0.096074], [-2.979752, 2.557483, -0.055597], [-3.179823, 3.690308, -0.370794], [-1.767261, 2.101292, 0.378895], [-1.402942, -2.435176, 0.548275], [-1.402410, -2.671770, -1.074890], [-3.684029, -2.358574, -1.264476], [-3.610536, -3.075962, 0.364859], [-4.810994, 1.777098, -0.795611], [-4.493533, 1.391245, 0.897419], [0.709513, -1.934432, -2.935729], [-0.293937, -0.975043, -2.631518], [-0.682980, -0.217137, -3.760575], [-1.775147, 0.689344, -3.282777], [-1.325292, 1.366279, -2.092236], [-0.800694, 2.691548, -2.352624], [0.317332, -2.699493, -3.611272], [1.034415, -2.387637, -2.001762], [1.571245, -1.451661, -3.405473], [-1.055397, -0.860456, -4.565382], [0.177118, 0.346506, -4.141289], [-2.667490, 0.132617, -3.000215], [-2.046538, 1.434673, -4.030409], [-1.613494, 3.311174, -2.725580], [0.006240, 2.605838, -3.078387], [-0.419974, 3.085477, -1.417155], [-0.568445, -3.324913, 3.756591], [-0.808693, -2.156637, 5.054970], [-1.155539, -1.025296, 4.472433], [-1.517634, 0.168287, 5.177109], [-1.925678, 1.214647, 4.435065], [-1.927654, 1.131867, 3.005948], [-1.568462, 0.093296, 2.298718], [-1.216805, -1.042274, 3.036317], [-0.980154, -2.192583, 2.459064], [-1.477965, 0.195469, 6.257829], [-2.239222, 2.145067, 4.886264], [-2.202220, 2.013367, 2.449577], [5.737665, -2.209431, 0.485909], [4.835027, -3.223684, 0.200099], [3.474107, -2.953183, 0.196900], [2.988889, -1.671318, 0.456130], [3.909926, -0.661980, 0.754778], [5.268802, -0.931970, 0.770194], [1.522903, -1.467533, 0.421129], [0.792578, -0.362885, 0.232265], [1.389469, 0.991176, -0.039903], [2.020052, 1.260287, -1.262133], [2.562725, 2.505308, -1.523961], [2.457623, 3.525792, -0.580613], [1.817791, 3.283393, 0.624077], [1.290969, 2.023491, 0.888748], [6.800495, -2.413342, 0.498443], [5.189996, -4.224088, -0.010097], [2.769771, -3.752459, -0.011449], [3.567581, 0.334717, 0.993946], [5.967235, -0.141028, 1.012006], [0.972777, -2.401724, 0.550171], [2.111655, 0.458222, -1.985985], [3.072394, 2.685472, -2.462442], [2.876062, 4.502707, -0.785755], [1.734162, 4.069339, 1.363325], [0.814687, 1.836217, 1.844795]], "forces_ev_per_angstrom": [[1.7125, 0.7901, -1.5244], [-0.5272, -0.0199, 0.5163], [0.1551, 0.1054, -0.1779], [-0.3986, 0.2115, -0.2544], [-0.2697, 0.1027, -0.0686], [0.2557, -0.2104, 1.1105], [-0.1391, -0.4245, -0.0872], [0.2878, -0.5267, 0.0847], [0.0696, 0.2180, 0.0347], [-0.9688, 0.5860, 0.0756], [0.0086, -0.0880, -0.0518], [0.0151, 0.2495, -0.1364], [-0.0001, -0.0890, -0.0170], [0.0777, -0.0691, 0.0391], [-0.0512, -0.0279, -0.0326], [-0.0355, 0.0282, 0.0110], [0.0268, 0.0332, -0.0031], [-0.1169, -0.1711, 0.0661], [0.1641, -0.1034, -0.0480], [-0.0733, 0.3203, 0.1615], [-0.1275, -0.1367, -0.0070], [0.0084, -0.2373, -0.0067], [0.0097, -0.0014, -0.0144], [-0.0323, 0.0299, -0.0006], [0.0129, -0.0174, -0.0050], [0.0175, -0.0158, -0.0052], [0.0028, 0.0182, 0.0040], [-0.0019, -0.0683, 0.0288], [-0.0141, -0.0335, -0.0351], [0.0240, 0.0747, 0.0024], [0.0072, 0.0893, -0.0179], [-0.0161, 0.0075, 0.0341], [-0.0012, -0.2410, 0.1352], [0.0128, 0.0102, -0.2812], [-0.0081, 0.1576, 0.2999], [0.0963, -0.3009, 0.0145], [-0.0658, 0.1374, -0.2836], [0.0582, 0.1986, 0.2770], [0.1178, -0.6211, 0.2688], [-0.4649, 0.4727, -0.3281], [0.2488, -0.0121, 0.1284], [0.0167, -0.0526, -0.0168], [-0.0004, -0.0044, -0.0200], [-0.0114, 0.0559, -0.0624], [-0.0363, 0.0179, -0.0010], [-0.0272, 0.0542, 0.0106], [0.0480, -0.0804, -0.0203], [-0.0668, 0.1062, 0.0176], [-0.0178, -0.0204, -0.0063], [-0.0101, -0.0384, -0.0027], [0.0725, -0.0846, 0.0023], [0.1402, 0.0851, 0.1864], [-0.1140, -0.4660, -0.0664], [0.0361, -0.0422, -0.0823], [-0.0216, 0.0084, 0.0408], [0.0104, -0.0245, -0.0350], [-0.0121, -0.0669, -0.0192], [-0.0757, 0.1709, 0.1474], [-0.0168, -0.0002, -0.0011], [-0.0116, 0.0030, -0.0023], [0.0127, 0.0032, 0.0035], [-0.0116, 0.0004, -0.0013], [-0.0052, -0.0119, -0.0045], [0.0295, -0.0235, 0.0179], [0.0018, 0.0247, -0.0027], [-0.0030, 0.0043, 0.0119], [-0.0008, -0.0220, -0.0050], [-0.0024, -0.0115, -0.0059], [-0.0004, -0.0102, 0.0104]], "mulliken_charge": [-0.237, -0.253, -0.815, 0.953, -0.620, -0.229, -0.652, 0.509, -0.631, -0.427, 0.319, 0.221, 0.416, 0.377, 0.458, 0.367, -0.981, 0.140, -0.732, -0.813, 0.188, -1.203, 0.317, 0.208, 0.393, 0.473, 0.395, 0.222, 0.573, 0.358, 0.446, 0.186, 0.278, -0.784, 0.800, -0.572, -1.064, -0.401, 0.758, -0.192, -0.279, 0.476, 0.480, 0.470, -0.417, -0.769, -0.545, 0.568, 0.108, -0.897, -0.069, -0.085, 0.564, 0.374, -0.944, -0.626, -0.936, 0.400, 0.397, 0.406, 0.372, 0.517, 0.423, 0.270, 0.371, 0.447, 0.397, 0.440, 0.336], "charge": 1, "e_homo_ev": -10.792, "lumo_energy_ha": -0.1603, "homo_lumo_gap_ev": 6.431, "relative_energy_kj_mol": 76.95}

=====

(2)
{"formula": "C27H30N6O3", "method": "wB97M-V/def2-TZVPD", "elements": ["H", "N", "C", "C", "C", "O", "N", "C", "C", "C", "C", "C", "C", "C", "C", "C", "C", "C", "O", "N", "C", "C", "C", "C", "C", "C", "N", "C", "N", "C", "C", "N", "C", "C", "O", "C", "C", "H", "H", "H", "H", "H", "H", "H", "H", "H", "H", "H", "H", "H", "H", "H", "H", "H", "H", "H", "H", "H", "H", "H", "H", "H", "H", "H", "H", "H"], "xyz": [[2.076491, 0.757626, -1.000040], [2.106309, -0.249737, -1.072481], [1.060181, -0.893904, -0.731797], [1.023120, -2.345818, -0.792283], [2.261134, -3.187180, -0.914035], [2.232140, -4.375272, -0.639524], [3.362263, -2.536341, -1.332971], [4.681788, -3.077227, -1.120837], [5.096538, -2.968357, 0.364075], [4.724163, -1.618081, 0.905306], [5.491372, -0.495932, 0.618513], [5.096484, 0.757545, 1.049250], [3.924978, 0.907346, 1.771943], [3.156269, -0.204824, 2.068266], [3.553984, -1.457474, 1.636802], [-0.154000, -3.003270, -0.629007], [-1.359327, -2.307250, -0.372190], [-2.608962, -2.994680, -0.272692], [-2.819215, -4.176719, -0.438962], [-3.715003, -2.133230, 0.068151], [-4.943298, -2.706783, 0.188184], [-6.053693, -1.994554, 0.516058], [-7.395111, -2.639815, 0.645124], [-5.901488, -0.601574, 0.736490], [-4.680000, -0.019139, 0.618966], [-3.535105, -0.785263, 0.275455], [-2.372669, -0.189035, 0.165278], [-1.297305, -0.924160, -0.160554], [-0.111904, -0.271431, -0.270125], [-0.095420, 1.143205, 0.044518], [-0.445701, 1.997058, -1.195385], [-0.501125, 3.421357, -0.984970], [0.755771, 4.043698, -0.613827], [0.587628, 5.560736, -0.728409], [-0.453317, 6.023075, 0.099487], [-1.668919, 5.394054, -0.232041], [-1.557958, 3.873387, -0.100018], [3.260826, -1.520247, -1.381564], [4.681769, -4.128305, -1.419172], [5.375507, -2.518943, -1.752468], [6.170852, -3.140766, 0.446439], [4.571419, -3.743456, 0.923083], [6.404984, -0.606048, 0.051508], [5.702020, 1.622302, 0.818422], [3.615935, 1.888189, 2.105808], [2.241474, -0.097531, 2.635119], [2.945772, -2.321934, 1.862832], [-0.174630, -4.081794, -0.683724], [-4.948931, -3.771827, 0.001090], [-7.788191, -2.492094, 1.649944], [-8.097495, -2.191305, -0.055951], [-7.332852, -3.705485, 0.446032], [-6.768147, -0.013614, 0.998353], [-4.524087, 1.034761, 0.779180], [-0.846871, 1.309189, 0.817646], [0.890819, 1.402212, 0.438760], [0.284580, 1.806701, -1.988246], [-1.427423, 1.674849, -1.553346], [1.538218, 3.709608, -1.298153], [1.052842, 3.800434, 0.420888], [1.491338, 6.077956, -0.402102], [0.373544, 5.818309, -1.776319], [-2.416654, 5.791864, 0.456091], [-1.948912, 5.644763, -1.266053], [-2.496271, 3.403664, -0.399118], [-1.352516, 3.626516, 0.955297]], "forces_ev_per_angstrom": [[-0.2147, 0.0104, 0.0908], [0.2383, 0.4402, -0.1574], [-0.0775, 0.1929, -0.1896], [-0.6044, -0.5933, 0.2551], [0.1392, 0.2470, -0.2833], [0.0071, -0.3526, 0.1585], [0.1404, -0.0427, -0.1225], [-0.0117, -0.3402, 0.1038], [-0.0977, 0.0198, -0.2285], [0.1041, -0.1103, 0.1533], [-0.0257, -0.0517, 0.0150], [0.0338, 0.1282, -0.0653], [-0.0771, 0.1266, 0.0573], [-0.0600, 0.0250, 0.0792], [0.0758, 0.0149, 0.0515], [0.4806, 0.1634, -0.1239], [-0.1141, 0.3974, 0.0510], [0.3723, -0.0641, -0.0913], [-0.0029, -0.0328, 0.0113], [0.1804, 0.5800, 0.0794], [-0.8717, -0.2423, 0.1145], [0.3821, -0.2616, -0.1173], [0.0216, 0.0082, -0.0029], [0.4423, 0.0712, -0.0668], [-0.4460, -0.0893, 0.0661], [0.0698, -0.2003, -0.0520], [0.3018, 0.3710, -0.0144], [-0.6713, -0.7594, 0.0351], [0.0693, -0.0123, 0.0752], [-0.0191, 0.6725, -0.0936], [0.0742, -0.2297, 0.0939], [0.0204, 0.0692, 0.0456], [-0.1046, 0.3621, -0.0590], [0.3529, -0.2212, -0.0702], [0.0266, 0.0652, 0.1580], [-0.2999, -0.2788, 0.0814], [0.0128, 0.3765, -0.0830], [-0.0250, -0.0627, -0.0229], [0.1194, 0.1200, -0.0516], [-0.0139, -0.0654, 0.0203], [0.0116, -0.0534, 0.0461], [0.0577, -0.0254, 0.0131], [0.1142, -0.0198, -0.0671], [0.0575, 0.0639, -0.0106], [-0.0118, 0.0677, 0.0439], [-0.0700, 0.0113, 0.0526], [-0.0563, -0.1269, 0.0180], [0.0861, -0.0810, 0.0035], [0.0250, 0.0503, 0.0037], [-0.0771, -0.0461, 0.0540], [-0.0932, -0.0300, -0.0368], [-0.0679, -0.0799, -0.0022], [-0.0796, 0.1157, 0.0354], [0.0447, 0.0830, 0.0082], [0.2305, 0.0316, -0.0502], [-0.1021, -0.0886, 0.0214], [-0.0706, -0.0884, 0.0043], [0.0783, -0.0666, -0.0332], [0.0524, -0.0090, 0.0108], [0.0557, -0.0021, -0.0462], [-0.0180, -0.0385, -0.0720], [0.0541, -0.0258, 0.0678], [-0.0096, -0.0384, -0.0715], [-0.0183, -0.0318, 0.0828], [-0.0493, -0.0125, 0.0360], [-0.0719, -0.0104, -0.0121]], "mulliken_charge": [0.115, -0.672, 0.631, 0.370, -0.015, -0.728, -0.227, -0.984, -1.244, 0.290, -0.228, -0.706, -0.435, -0.511, -0.116, -1.019, 0.564, 0.162, -0.683, 0.069, -0.445, 0.780, -1.549, -0.536, -0.833, 0.336, -0.297, 0.563, 0.533, -1.467, -0.751, 0.059, -0.285, -0.875, -0.392, -0.801, -0.306, 0.459, 0.429, 0.452, 0.480, 0.358, 0.418, 0.405, 0.453, 0.437, 0.394, 0.618, 0.449, 0.341, 0.344, 0.363, 0.443, 0.490, 0.442, 0.385, 0.329, 0.388, 0.392, 0.256, 0.368, 0.405, 0.359, 0.398, 0.293, 0.286], "e_homo_ev": -7.992, "smiles": "[H]/N=c1/c(C(=O)NCCc2ccccc2)cc2c(=O)n3cc(C)ccc3nc2n1CCN1CCOCC1", "lumo_energy_ha": -0.0207, "homo_lumo_gap_ev": 7.428, "relative_energy_kj_mol": 0.00}

=====

(3)
{"formula": "C27H30NORe", "method": "wB97M-V/def2-TZVPD", "elements": ["Re", "C", "C", "C", "H", "C", "C", "H", "H", "H", "H", "C", "C", "C", "H", "C", "C", "H", "H", "H", "H", "O", "C", "C", "C", "C", "C", "H", "H", "H", "H", "H", "H", "H", "H", "H", "H", "C", "C", "C", "C", "C", "C", "N", "C", "C", "C", "C", "C", "C", "H", "H", "H", "H", "H", "H", "H", "H", "H", "H"], "xyz": [[-1.139546, 0.183937, 0.664914], [-1.311508, 2.641542, 0.470529], [-0.896491, 2.255110, -0.844005], [-1.814442, 1.263355, -1.336375], [-0.072594, 2.648812, -1.406277], [-2.837024, 1.051331, -0.336485], [-2.500667, 1.891130, 0.811050], [-3.129719, 2.066767, 1.664419], [-0.861203, 3.398109, 1.079434], [-1.805396, 0.824810, -2.310747], [-3.750900, 0.503338, -0.501572], [-0.452932, -1.271285, 2.151155], [-1.504205, -0.482433, 2.675811], [-2.651366, -0.679713, 1.834251], [-1.490019, 0.074512, 3.609614], [-2.269567, -1.577657, 0.783646], [-0.905906, -1.924943, 1.001108], [-0.334221, -2.629822, 0.343628], [0.548513, -1.415796, 2.628298], [-3.645211, -0.293687, 2.019609], [-2.898404, -1.997735, 0.003770], [0.375380, -0.479760, -1.316741], [-1.861956, -2.466268, -3.141947], [-0.706259, -1.816957, -3.790548], [-3.209827, -1.682747, -2.972450], [-1.559109, -3.803240, -2.349109], [0.325107, -0.824184, -2.629582], [-0.927794, -1.114142, -4.608424], [0.047000, -2.489071, -4.242965], [1.339347, -1.218204, -2.934076], [0.437439, 0.097181, -3.272217], [-4.124101, -2.117926, -3.497098], [-2.999089, -0.630124, -3.291984], [-3.374613, -1.573173, -1.860852], [-1.900016, -4.761524, -2.859492], [-1.963878, -3.729165, -1.300061], [-0.444880, -3.788228, -2.194349], [2.355076, 2.684883, 4.580331], [0.981525, 2.678006, 4.315105], [0.487316, 2.112440, 3.141879], [1.354952, 1.498662, 2.189569], [2.745952, 1.539489, 2.479388], [3.234813, 2.117038, 3.656755], [0.886754, 0.813809, 1.065046], [1.824341, 0.443420, 0.097443], [2.371505, 1.418133, -0.749731], [3.496107, 1.130587, -1.511185], [4.073736, -0.141582, -1.463667], [3.459758, -1.156578, -0.706976], [2.321284, -0.890118, 0.018330], [2.731550, 3.118018, 5.510825], [0.273050, 3.098094, 5.031028], [-0.590734, 2.110236, 2.975339], [3.441751, 1.058035, 1.787883], [4.307013, 2.102482, 3.859350], [1.923116, 2.415183, -0.734740], [3.925199, 1.912987, -2.145533], [4.984276, -0.359692, -2.026049], [3.877764, -2.164071, -0.690765], [1.803954, -1.671609, 0.576492]], "forces_ev_per_angstrom": [[0.4993, 0.5552, -0.2512], [-0.7753, -0.3135, -1.7882], [-1.5052, 0.5910, 0.5507], [-0.4293, 1.0739, 1.1863], [0.2713, -0.1180, 0.0882], [0.4899, 1.6902, -0.7634], [0.2209, 0.9653, -1.4705], [0.0274, -0.0783, 0.2063], [0.2927, -0.0133, 0.2540], [0.1978, -0.2684, -0.1614], [0.0318, -0.1575, 0.1605], [1.5918, -1.3543, 1.7254], [-0.1426, 0.1730, 1.0906], [-0.2918, -0.8219, 0.3094], [0.1220, -0.0950, -0.3478], [-0.7466, -1.3057, -0.4098], [0.5693, -2.6757, -0.8870], [-0.5463, 0.9968, 0.7800], [-1.0580, 0.4777, -0.6965], [0.1597, 0.1325, -0.1707], [0.1130, 0.1219, 0.2938], [-2.7362, -1.9015, -0.9835], [-0.5417, -0.8512, 0.0815], [0.3102, 0.5069, 1.3849], [1.3818, -0.1684, 0.5328], [0.1288, 1.5038, -0.0671], [2.3687, 1.3718, -2.0638], [-0.3847, 0.0699, 0.5596], [-0.3754, -0.0918, 0.6473], [-0.5627, -0.7034, 0.5240], [-0.9630, -0.0113, 0.2028], [1.1707, 0.5144, 0.6929], [-0.5230, -0.9135, -0.1400], [-0.3452, -0.2965, -1.0801], [0.3876, 1.1501, 0.6400], [-0.0052, -0.3182, -1.0124], [-0.9337, -0.4268, -0.3419], [-0.0042, 0.1844, 0.3733], [0.2994, -0.2529, -0.3862], [0.0019, -0.1386, 0.0045], [-0.1692, -0.6194, -0.8104], [0.3670, 0.0999, 0.4777], [-0.5724, -0.1679, -0.4431], [0.2224, 1.1722, 0.7824], [1.5972, 0.0737, 0.1112], [0.0695, -0.1776, 0.7690], [0.2811, -0.2718, -0.3032], [-0.0701, 0.0896, -0.1178], [0.1571, 0.1016, -0.2900], [0.0906, 0.8828, 0.6862], [-0.0992, -0.1137, -0.2880], [0.2133, -0.0263, -0.1438], [0.4034, -0.0567, -0.0360], [-0.2348, 0.2394, 0.2374], [-0.2468, 0.0072, -0.0776], [0.3001, -0.3113, 0.0290], [-0.0426, -0.2929, 0.2031], [-0.2662, 0.0871, 0.1171], [-0.0540, 0.2138, -0.1032], [0.2874, 0.2674, -0.0672]], "lowdin_spin": [1.013, 0.125, 0.170, 0.118, 0.013, 0.008, 0.037, 0.004, 0.007, 0.005, 0.004, 0.063, 0.004, 0.010, 0.001, 0.019, 0.075, 0.011, 0.006, 0.005, 0.005, 0.187, 0.559, 0.056, 0.068, 0.062, 0.116, 0.005, 0.010, 0.014, 0.009, 0.021, 0.000, 0.015, 0.021, 0.009, 0.003, 0.005, 0.000, 0.003, 0.006, 0.007, 0.000, 0.079, -0.003, 0.015, 0.000, 0.017, 0.000, 0.009, 0.000, 0.000, 0.000, 0.000, 0.000, 0.002, -0.001, 0.001, 0.000, 0.001], "charge": -1, "e_homo_ev": [-2.054, -3.623], "spin_multiplicity": 4, "lumo_energy_ha": [0.0986, 0.0938], "homo_lumo_gap_ev": [4.738, 6.176]}